Record 1
Formula: C28H37ClN4NiP2
Source: the OMol25 dataset
Level of theory: ωB97M-V/def2-TZVPD

Each line ends with the Mulliken spin population.
Positions of all 73 atoms, in Å:
Ni (-0.365, 2.335, 1.889)  1.83
C (2.198, -1.531, 0.019)  0.00
C (2.632, -0.507, 0.790)  -0.01
C (3.605, 0.591, 0.423)  -0.03
C (3.054, 1.891, -0.159)  0.00
C (1.972, 1.758, -1.200)  -0.02
C (1.888, 0.881, -2.189)  0.03
C (2.723, -0.378, -2.307)  0.00
C (2.336, -1.662, -1.475)  0.00
C (-1.185, 1.513, 0.152)  0.01
H (1.734, -2.392, 0.493)  0.00
H (2.238, -0.438, 1.814)  0.00
H (4.381, 0.225, -0.266)  0.00
H (4.081, 0.870, 1.390)  -0.01
H (2.699, 2.531, 0.649)  0.04
H (3.891, 2.461, -0.563)  0.01
H (1.175, 2.519, -1.096)  -0.02
H (1.093, 0.972, -2.959)  0.00
H (3.773, -0.150, -2.105)  0.00
H (2.628, -0.639, -3.372)  0.00
H (1.366, -2.019, -1.870)  0.00
H (3.047, -2.453, -1.770)  0.00
H (-1.805, 0.639, -0.162)  0.02
H (-0.687, 1.894, -0.774)  0.01
H (-2.060, 2.200, 0.416)  -0.01
P (5.819, 5.556, -0.211)  0.00
P (6.567, 3.403, 2.306)  0.00
N (6.038, 5.599, -1.995)  0.00
N (6.048, 7.352, -0.019)  0.00
N (7.450, 2.013, 1.419)  0.00
N (7.396, 3.131, 3.829)  0.00
C (7.564, 5.111, 0.190)  0.00
C (7.742, 4.689, 1.662)  0.00
C (5.286, 4.825, -2.897)  0.00
C (5.762, 5.057, -4.189)  0.00
C (6.904, 5.924, -4.076)  0.00
C (7.093, 6.176, -2.717)  0.00
C (5.131, 8.170, 0.653)  0.00
C (5.634, 9.480, 0.696)  0.00
C (6.916, 9.460, 0.054)  0.00
C (7.161, 8.144, -0.310)  0.00
C (6.706, 1.048, 0.737)  0.00
C (7.567, 0.182, 0.065)  0.00
C (8.887, 0.655, 0.316)  0.00
C (8.776, 1.794, 1.094)  0.00
C (8.716, 2.742, 4.115)  0.00
C (8.970, 2.962, 5.450)  0.00
C (7.804, 3.584, 6.016)  0.00
C (6.882, 3.735, 5.002)  0.00
H (8.223, 5.975, 0.024)  0.00
H (7.850, 4.303, -0.503)  0.00
H (8.784, 4.354, 1.799)  0.00
H (7.554, 5.540, 2.346)  0.00
H (4.447, 4.241, -2.535)  0.00
H (5.397, 4.615, -5.101)  0.00
H (7.526, 6.303, -4.865)  0.00
H (7.857, 6.766, -2.262)  0.00
H (4.202, 7.757, 1.026)  0.00
H (5.159, 10.345, 1.153)  0.00
H (7.588, 10.298, -0.110)  0.00
H (8.070, 7.750, -0.736)  0.00
H (5.643, 1.082, 0.814)  0.00
H (7.249, -0.657, -0.558)  0.00
H (9.804, 0.211, -0.056)  0.00
H (9.544, 2.454, 1.460)  0.00
H (9.359, 2.290, 3.372)  0.00
H (9.896, 2.725, 5.968)  0.00
H (7.688, 3.912, 7.043)  0.00
H (5.880, 4.152, 4.983)  0.00
Cl (-1.155, 0.635, 3.184)  0.03
C (-0.536, 0.234, 1.530)  0.20
H (0.383, -0.384, 1.685)  -0.07
H (-1.255, -0.521, 1.163)  -0.01

Calculated values
ΔE to the lowest compared entry with this formula, charge and spin = 3.225 eV
total charge = 0
2S+1 = 3
HOMO-LUMO gap (alpha / beta) = 5.8 / 8.4 eV
total energy = -3959.0490 a.u.

Record 2
Formula: C28H37N4
Source: the OMol25 dataset
Level of theory: ωB97M-V/def2-TZVPD

Each line ends with the natural charge from an NBO analysis.
Positions of all 69 atoms, in Å:
C (-2.856, -1.199, 0.064)  -0.62
C (-2.383, -1.516, -1.340)  -0.04
C (-3.270, -2.538, -2.023)  -0.61
N (-1.027, -2.037, -1.346)  -0.18
N (-0.799, -3.339, -1.251)  -0.12
N (0.542, -3.440, -1.154)  -0.07
C (1.153, -4.781, -1.023)  -0.05
C (0.752, -5.598, -2.230)  -0.61
C (0.678, -5.424, 0.263)  -0.61
C (1.141, -2.231, -1.199)  0.02
C (2.584, -2.070, -1.160)  0.00
C (3.253, -1.888, 0.073)  -0.22
C (4.638, -1.767, 0.094)  -0.21
C (5.370, -1.811, -1.102)  -0.20
C (4.708, -1.965, -2.330)  -0.20
C (3.325, -2.095, -2.364)  -0.22
C (0.123, -1.273, -1.317)  0.16
C (0.152, 0.106, -1.402)  -0.78
H (-3.874, -0.795, 0.009)  0.21
H (-2.874, -2.114, 0.670)  0.22
H (-2.207, -0.459, 0.546)  0.21
H (-2.314, -0.595, -1.915)  0.21
H (-4.293, -2.149, -2.064)  0.21
H (-2.930, -2.718, -3.047)  0.23
H (-3.252, -3.480, -1.466)  0.23
H (2.231, -4.618, -0.998)  0.23
H (1.224, -6.585, -2.182)  0.22
H (-0.336, -5.715, -2.248)  0.23
H (1.072, -5.108, -3.154)  0.22
H (1.148, -6.408, 0.373)  0.22
H (0.950, -4.817, 1.130)  0.22
H (-0.409, -5.548, 0.238)  0.23
H (2.653, -1.835, 0.987)  0.22
H (5.154, -1.641, 1.049)  0.22
H (6.458, -1.713, -1.080)  0.22
H (5.277, -1.988, -3.262)  0.22
H (2.781, -2.207, -3.306)  0.22
H (1.123, 0.581, -1.373)  0.21
H (-0.771, 0.637, -1.576)  0.18
C (-2.640, 6.783, 1.448)  -0.42
C (-3.757, 6.546, 0.415)  -0.42
C (-3.247, 5.458, -0.532)  -0.24
N (-2.121, 4.844, 0.174)  -0.24
C (-1.542, 3.748, -0.254)  0.30
C (-0.454, 3.146, 0.454)  -0.37
C (-0.616, 2.059, 1.275)  -0.08
C (0.433, 1.444, 2.047)  -0.03
C (0.122, 0.354, 2.908)  -0.18
C (1.109, -0.248, 3.677)  -0.22
C (2.435, 0.212, 3.609)  -0.18
C (2.762, 1.275, 2.757)  -0.21
C (1.778, 1.894, 1.986)  -0.18
C (-1.762, 5.523, 1.425)  -0.25
H (-2.028, 7.641, 1.154)  0.23
H (-3.025, 6.976, 2.450)  0.24
H (-4.656, 6.171, 0.913)  0.22
H (-4.026, 7.447, -0.137)  0.24
H (-4.011, 4.700, -0.759)  0.23
H (-2.906, 5.886, -1.489)  0.23
H (-1.936, 3.309, -1.182)  0.23
H (0.523, 3.621, 0.340)  0.25
H (-1.625, 1.660, 1.423)  0.21
H (-0.916, 0.007, 2.953)  0.21
H (0.849, -1.074, 4.342)  0.23
H (3.203, -0.251, 4.227)  0.23
H (3.793, 1.632, 2.702)  0.23
H (2.033, 2.727, 1.324)  0.20
H (-0.688, 5.766, 1.462)  0.24
H (-1.975, 4.888, 2.306)  0.24

Calculated values
ΔE to the lowest compared entry with this formula, charge and spin = 3.273 eV
total charge = +1
HOMO-LUMO gap = 4.0 eV
total energy = -1307.8361 a.u.

Record 3
Formula: C28H37N4O4P2PdSSe
Source: the OMol25 dataset
Level of theory: ωB97M-V/def2-TZVPD

Each line ends with the Mulliken spin population.
Positions of all 78 atoms, in Å:
Pd (-0.174, 1.434, 1.735)  0.25
C (3.104, 0.720, 2.880)  0.01
P (1.518, -0.137, 2.525)  0.21
C (1.929, -1.022, 0.986)  0.00
N (2.339, -2.291, 1.067)  0.29
C (2.639, -2.924, -0.108)  0.03
C (2.985, -4.277, -0.109)  0.05
C (3.265, -4.935, -1.300)  0.05
C (3.202, -4.251, -2.506)  0.02
C (2.870, -2.903, -2.532)  0.08
C (2.594, -2.213, -1.345)  0.00
N (2.262, -0.893, -1.377)  0.33
C (1.866, -0.326, -0.220)  0.10
P (1.193, 1.371, -0.266)  0.07
C (2.698, 2.442, -0.225)  0.02
C (0.635, 1.608, -2.057)  0.00
C (-0.264, 0.429, -2.440)  0.00
C (1.826, 1.688, -3.015)  0.00
C (-0.157, 2.919, -2.110)  0.00
C (1.369, -1.359, 3.944)  0.04
C (1.162, -0.535, 5.218)  0.00
C (0.137, -2.216, 3.639)  0.01
C (2.609, -2.246, 4.103)  0.01
H (3.837, 0.009, 3.256)  0.00
H (2.951, 1.528, 3.595)  -0.01
H (3.478, 1.141, 1.951)  0.00
H (3.016, -4.801, 0.838)  0.00
H (3.530, -5.985, -1.276)  0.01
H (3.408, -4.771, -3.435)  0.01
H (2.809, -2.363, -3.469)  0.00
H (3.554, 1.904, -0.628)  0.02
H (2.888, 2.756, 0.800)  0.00
H (2.527, 3.346, -0.808)  -0.01
H (-0.833, 0.664, -3.345)  0.00
H (-0.965, 0.203, -1.643)  0.01
H (0.340, -0.456, -2.622)  0.00
H (2.446, 0.801, -2.918)  0.00
H (2.435, 2.574, -2.837)  0.00
H (1.451, 1.745, -4.041)  0.00
H (-0.985, 2.887, -1.405)  0.00
H (-0.555, 3.067, -3.118)  0.00
H (0.474, 3.776, -1.862)  0.00
H (0.281, 0.102, 5.137)  0.00
H (2.029, 0.095, 5.426)  0.00
H (1.021, -1.211, 6.065)  0.00
H (-0.741, -1.586, 3.478)  0.00
H (-0.069, -2.884, 4.479)  0.00
H (0.312, -2.815, 2.745)  0.00
H (3.458, -1.688, 4.503)  0.00
H (2.885, -2.695, 3.155)  -0.01
H (2.373, -3.042, 4.815)  0.00
C (-4.727, -0.818, -4.997)  0.00
C (-4.268, -0.420, -3.621)  0.00
C (-4.135, 0.918, -3.270)  0.00
C (-3.667, 1.286, -2.016)  0.00
C (-3.346, 0.309, -1.090)  0.01
C (-3.505, -1.031, -1.411)  0.00
C (-3.956, -1.389, -2.668)  0.00
S (-2.702, 0.713, 0.540)  0.01
O (-1.593, -0.214, 0.748)  0.02
O (-3.819, 0.618, 1.439)  0.01
N (-2.071, 2.192, 0.400)  0.22
C (-2.978, 3.241, 0.491)  0.23
C (-3.187, 4.080, 2.075)  0.04
O (-4.185, 4.760, 1.965)  0.22
O (-2.309, 3.831, 2.854)  0.21
H (-4.910, 0.057, -5.619)  0.00
H (-5.649, -1.401, -4.952)  0.00
H (-3.972, -1.436, -5.486)  0.00
H (-4.399, 1.690, -3.983)  0.00
H (-3.550, 2.330, -1.763)  -0.01
H (-3.265, -1.779, -0.666)  0.00
H (-4.069, -2.437, -2.918)  0.00
H (-4.012, 2.944, 0.320)  0.01
H (-2.664, 4.114, -0.080)  0.05
Se (0.865, 3.470, 2.623)  1.40
N (-1.734, 0.824, 4.350)  0.01
C (-1.158, 1.166, 3.411)  0.01

Calculated values
ΔE to the lowest compared entry with this formula, charge and spin = 1.722 eV
total charge = -1
2S+1 = 5
HOMO-LUMO gap (alpha / beta) = 4.7 / 5.9 eV
total energy = -5219.3421 a.u.